Computed, not measured: 4 unconnected molecules or ions with the total composition C4H16O3 in a non-equilibrium geometry, with ωB97M-V/def2-TZVPD.

Geometry as XYZ:
```
23
Properties=species:S:1:pos:R:3:forces:R:3
O 2.1509 -1.3269 -1.6406 -0.3442 -0.8953 -0.4445
O 2.2779 2.7823 1.9488 0.7596 -0.2171 0.4745
O 2.1991 -0.0045 0.7138 -0.0528 0.1966 0.4172
C -0.4779 -0.6468 1.6087 2.4333 0.5295 -1.5982
C -2.2997 0.0908 -1.8243 -0.3695 0.5883 -0.5465
C -0.8137 0.0822 0.3130 -0.5418 0.8386 -1.1749
C -1.8620 -0.6131 -0.5347 -2.5613 -0.0647 1.1886
H -1.7336 -1.7006 -0.5620 0.4735 0.0754 -0.7745
H 2.4421 3.0437 1.0389 -0.6872 0.1556 0.0756
H -1.5493 0.7280 -2.3357 -0.0407 -0.7535 0.2206
H 0.3864 -1.3313 1.4788 -0.7842 -0.1954 -0.4854
H 2.5553 -0.8239 0.3612 0.3165 0.2138 -0.2520
H 2.9214 0.6139 0.8506 0.0842 -0.1611 0.0857
H 1.3582 2.8724 2.2102 -0.0210 0.1101 -0.6051
H -3.1567 0.7871 -1.6681 0.6363 -0.3405 0.3436
H 1.3285 -1.7560 -1.3637 -0.0939 0.4513 0.2851
H 0.0430 0.4302 -0.2907 0.0245 -0.7980 0.3060
H -1.3224 1.0383 0.4575 0.1341 0.2882 0.8672
H -2.8701 -0.5695 0.0421 1.6137 -0.2228 -0.2606
H -1.3314 -1.2265 1.8875 -0.4645 0.1729 1.2606
H 2.3820 -1.9115 -2.3749 0.3867 0.2526 -0.0505
H 0.1075 0.0785 2.1918 -1.2490 -0.1932 0.9862
H -2.7356 -0.6368 -2.5081 0.3477 -0.0311 -0.3185
```
Positions in Å, forces in eV/Å.

Properties
energy relative to the best compared isomer or geometry (same formula, charge and spin) = 147.1 kJ/mol
structure (SMILES) = CCCC.O.O.O
total charge = 0
frontier orbital gap = 10.69 eV
LUMO level = 0.591 eV
DFT total energy = -10548.9494 eV

Need the Mulliken charges? In units of e they are: O -0.615; O -0.638; O -0.507; C -1.168; C -1.255; C -0.341; C -0.510; H 0.474; H 0.323; H 0.310; H 0.232; H 0.275; H 0.240; H 0.308; H 0.316; H 0.309; H 0.398; H 0.278; H 0.235; H 0.430; H 0.295; H 0.281; H 0.332

---

Computed, not measured: 2 unconnected molecules or ions with the total composition C2H2NO2S2 in a non-equilibrium geometry, with ωB97M-V/def2-TZVPD.

Geometry as XYZ:
```
9
Properties=species:S:1:pos:R:3:forces:R:3
S -2.5193 0.0203 0.7355 -0.4230 0.4028 0.5325
S -0.1078 -1.8350 0.6458 -1.4208 -2.9914 0.3578
O -2.4344 1.6309 -1.4325 0.3344 0.1102 1.2774
O 0.2502 0.7155 0.6353 0.2055 1.2697 0.3837
N 2.0850 -0.5696 0.1274 -0.1165 0.2592 -2.0674
C 0.6773 -0.4159 0.4946 1.8095 0.6331 -0.6975
C -2.4413 1.0552 -0.4043 -0.7075 -0.2313 -1.8450
H 2.3765 0.4124 0.0628 0.2890 -0.3848 -0.3669
H 2.1138 -1.0139 -0.8645 0.0293 0.9325 2.4254
```
Positions in Å, forces in eV/Å.

Properties
energy relative to the best compared isomer or geometry (same formula, charge and spin) = 54.1 kJ/mol
total charge = -1
frontier orbital gap = 6.68 eV
LUMO level = 3.441 eV
DFT total energy = -29363.7564 eV

Need the Mulliken charges? In units of e they are: S -0.279; S -0.619; O -0.463; O -0.641; N -0.641; C 0.474; C 0.665; H 0.274; H 0.230

---

Computed, not measured: a molecular structure, C4H5OTl in a non-equilibrium geometry, with ωB97M-V/def2-TZVPD.

Geometry as XYZ:
```
11
Properties=species:S:1:pos:R:3:forces:R:3
Tl -1.2246 -1.7563 3.1810 -3.5272 -4.7621 6.8067
O -0.4941 -0.7835 1.8140 1.4237 4.5957 -6.4055
C 0.2659 -0.2589 -0.8890 1.8491 -0.7468 2.9393
C 0.0201 0.3161 1.5104 6.3086 -1.5551 1.5541
C 0.4760 0.6195 0.1961 -3.0120 0.2540 -3.7923
C -0.2187 0.1708 -2.0941 -0.2817 1.3599 -2.0585
H -0.4851 1.2178 -2.2508 0.2567 0.0063 -0.2336
H 0.9059 0.6878 2.1274 -2.0278 0.7208 1.1036
H 0.4462 -1.3247 -0.7317 -0.5236 0.0072 0.0345
H -0.4771 -0.5394 -2.8795 -0.2235 -0.0868 0.0609
H 0.7857 1.6510 0.0162 -0.2423 0.2070 -0.0093
```
Positions in Å, forces in eV/Å.

Properties
energy relative to the best compared isomer or geometry (same formula, charge and spin) = 97.7 kJ/mol
multiplicity = 2
total charge = +3
frontier orbital gap (spin up / spin down) = 7.41 / 6.94 eV
LUMO level (spin up / spin down) = -17.903 / -18.412 eV
DFT total energy = -10926.7891 eV
⟨S²⟩ = 0.7538

Need the Mulliken charges? In units of e they are: Tl 1.202; O -0.154; C 0.113; C 0.605; C -0.217; C -0.380; H 0.315; H 0.353; H 0.381; H 0.323; H 0.459

---

Computed, not measured: C2HN3O3 in the gas phase in a non-equilibrium geometry, with ωB97M-V/def2-TZVPD.

Geometry as XYZ:
```
9
Properties=species:S:1:pos:R:3:forces:R:3
O 0.8583 0.0180 -2.4106 -3.1554 2.8283 2.7607
O 0.9276 -0.7718 -0.0010 -0.6369 2.8773 -1.1669
O -0.2337 1.9615 -1.7878 1.0249 -4.6718 0.4647
N 0.1359 0.7385 -1.6087 1.8866 2.3155 -3.1176
N 0.7752 -1.1017 1.2592 -4.9605 -0.2867 1.6162
N -0.9216 0.3329 0.6646 0.4593 -0.7228 -1.4169
C -0.0546 0.1929 -0.3058 0.8052 -2.5623 1.7990
C -0.5140 -0.5913 1.5831 3.8822 -0.2079 0.8293
H -0.9730 -0.7789 2.6070 0.6946 0.4304 -1.7685
```
Positions in Å, forces in eV/Å.

Properties
energy relative to the best compared isomer or geometry (same formula, charge and spin) = 715.9 kJ/mol
structure (SMILES) = O=[N+]([O-])c1ncno1
total charge = 0
frontier orbital gap = 9.06 eV
LUMO level = -2.152 eV
DFT total energy = -12696.7019 eV

Need the Mulliken charges? In units of e they are: O -0.427; O -0.052; O -0.429; N 0.773; N -0.170; N -0.381; C 0.421; C -0.064; H 0.329

---

Computed, not measured: C4H7IN4 in the gas phase in a non-equilibrium geometry, with ωB97M-V/def2-TZVPD.

Geometry as XYZ:
```
16
Properties=species:S:1:pos:R:3:forces:R:3
I 0.4413 3.4361 0.6258 -0.2229 0.0491 -0.0596
N -1.0667 2.2577 -0.0088 0.2168 0.0976 0.0856
N 0.2458 0.2757 0.0973 -0.1666 -0.2858 -0.0889
N -2.1012 0.4363 -0.5976 0.3911 -0.9886 -0.0264
N -2.9653 1.4702 -0.7087 -0.8789 0.2476 -0.2377
C -2.3486 2.5508 -0.3581 0.2187 0.3276 0.1183
C 0.8261 -0.3562 -1.0786 0.0552 -0.0415 -0.0574
C 0.1551 -0.6319 1.2322 0.0170 -0.0569 0.0692
C -0.9663 0.9017 -0.1797 0.3126 0.5870 0.1751
H 1.8293 -0.6931 -0.8232 0.0522 -0.0387 -0.0635
H -0.2628 -0.0975 2.0842 0.0123 -0.0449 0.0450
H 0.2326 -1.2090 -1.4267 0.0195 -0.0120 -0.0162
H 1.1613 -0.9640 1.4833 0.0060 -0.0528 0.0730
H 0.8938 0.3777 -1.8796 0.0375 -0.0287 -0.0540
H -2.7650 3.5361 -0.3392 -0.0854 0.2446 0.0124
H -0.4731 -1.5039 1.0160 0.0148 -0.0037 0.0252
```
Positions in Å, forces in eV/Å.

Properties
energy relative to the best compared isomer or geometry (same formula, charge and spin) = 0.0 kJ/mol
structure (SMILES) = CN(C)c1nncn1I
total charge = 0
frontier orbital gap = 8.62 eV
LUMO level = -0.671 eV
DFT total energy = -18321.0061 eV

Need the Mulliken charges? In units of e they are: I 0.280; N -0.259; N 0.085; N -0.334; N -0.502; C -0.063; C -1.026; C -1.028; C 0.374; H 0.343; H 0.312; H 0.355; H 0.347; H 0.316; H 0.445; H 0.354

---

Computed, not measured: a gas-phase ion, C4H2IN2 (charge +1) in a non-equilibrium geometry, with ωB97M-V/def2-TZVPD.

Geometry as XYZ:
```
9
Properties=species:S:1:pos:R:3:forces:R:3
I -0.4871 -0.2334 2.5162 0.1572 -0.0382 -0.7592
N -0.7579 -0.2225 -1.8954 0.6112 0.8065 0.1752
N 1.4372 0.4783 -1.3001 -0.6288 0.3996 -3.0931
C 0.3822 0.2493 -1.9348 0.2529 -0.9941 2.4327
C 1.2171 0.3470 -0.0085 -2.9840 -1.0268 2.0925
C -0.0649 -0.0937 0.4655 -1.4713 0.1350 -2.1755
C -1.1004 -0.3505 -0.5457 0.0140 -0.6036 2.0226
H 1.8940 0.5436 0.7704 1.6470 0.4140 0.2069
H -2.1786 -0.7362 -0.2606 2.4018 0.9077 -0.9022
```
Positions in Å, forces in eV/Å.

Properties
energy relative to the best compared isomer or geometry (same formula, charge and spin) = 0.0 kJ/mol
structure (SMILES) = IC1=CN=C=[N+]=C1
total charge = +1
frontier orbital gap = 7.07 eV
LUMO level = -7.142 eV
DFT total energy = -15250.0289 eV

Need the Mulliken charges? In units of e they are: I 0.357; N -0.237; N -0.282; C 0.644; C -0.134; C -0.009; C -0.154; H 0.437; H 0.378